Version A
ORCA calculation (ωB97M-V with the def2-TZVPD basis set) on 3 unconnected molecules or ions with the total composition C4H13NO3.

Last column: natural (NBO) charge in e.
CARTESIAN COORDINATES (ANGSTROEM)
H1 -2.152 -1.392 0.019  0.501
O1 -1.658 -1.534 -0.815  -1.011
C1 1.246 0.598 0.347  -0.236
O2 1.184 -2.176 0.108  -0.644
C2 0.267 1.709 0.595  -0.501
H2 0.513 0.447 -1.545  0.381
H3 -3.109 0.279 1.939  0.304
C3 0.681 3.009 -0.126  -0.612
H4 0.961 -2.018 -1.886  0.115
O3 -2.427 -0.184 1.409  -1.482
H5 0.230 1.946 1.655  0.217
H6 -2.139 -0.947 1.955  0.387
H7 1.304 -0.174 1.124  0.242
H8 -1.637 -0.701 -1.297  0.447
H9 1.135 2.770 -1.103  0.180
N1 0.968 -0.181 -0.898  -0.639
H10 -0.125 3.731 -0.278  0.206
H11 2.286 0.918 0.262  0.171
H12 -0.711 1.382 0.270  0.235
C4 0.975 -1.537 -0.912  0.546
H13 1.473 3.536 0.374  0.193

Computed properties:
LUMO level (spin up / spin down) in eV: 3.4 / 3.3
Multiplicity: 2
Charge: -1
HOMO-LUMO gap (spin up / spin down) in hartree: 0.1006 / 0.3590

Version B
ORCA calculation (ωB97M-V with the def2-TZVPD basis set) on 4 unconnected molecules or ions with the total composition C4H13NO3.

Last column: natural (NBO) charge in e.
CARTESIAN COORDINATES (ANGSTROEM)
H1 -2.104 -0.247 -0.750  0.171
H2 2.637 1.471 -2.137  0.138
H3 -2.844 1.929 2.189  0.459
C1 0.166 -1.457 -2.136  -0.741
H4 2.075 -2.439 1.111  0.443
H5 -1.697 1.026 2.979  0.472
H6 -0.554 -2.182 -2.204  0.166
H7 -0.669 0.576 0.207  0.219
H8 -0.523 -0.248 3.482  0.490
C2 -1.158 0.371 -0.751  -0.628
H9 -0.204 1.256 3.348  0.485
C3 -0.101 -0.186 -1.658  0.108
O1 -0.445 0.622 4.014  -0.929
H10 1.045 -1.783 -2.559  0.178
H11 1.308 -1.511 0.170  0.493
H12 1.894 0.040 -3.071  0.127
O2 2.090 -1.555 0.756  -0.984
O3 -2.214 1.307 2.106  -0.985
H13 -1.411 1.399 -1.179  0.206
C4 1.876 0.765 -2.343  -0.328
N1 0.833 0.845 -1.574  -0.559

Computed properties:
LUMO level (spin up / spin down) in eV: 3.2 / 3.1
Multiplicity: 2
Charge: -1
HOMO-LUMO gap (spin up / spin down) in hartree: 0.1156 / 0.2350

Q: Which of them is the most stable? A: version A.

Version A
ORCA calculation (ωB97M-V with the def2-TZVPD basis set) on a molecular structure, C2H5N2S.

Last column: natural (NBO) charge in e.
CARTESIAN COORDINATES (ANGSTROEM)
H1 -0.355 -0.130 -3.081  -0.055
C1 -0.513 -0.161 1.206  0.329
H2 -0.681 -0.949 -0.708  0.463
N1 -0.119 -0.549 0.010  -0.542
S1 1.875 0.621 0.697  0.763
H3 -1.584 -0.099 1.500  0.285
H4 0.319 0.807 2.738  0.460
N2 0.503 0.483 1.816  -0.643
H5 -0.596 0.271 -3.718  0.054
C2 1.152 -0.295 -0.459  -0.113

Computed properties:
LUMO level in eV: -5.5
Charge: +1
HOMO-LUMO gap in hartree: 0.3563

Version B
ORCA calculation (ωB97M-V with the def2-TZVPD basis set) on 2 unconnected molecules or ions with the total composition C2H5N2S.

Last column: natural (NBO) charge in e.
CARTESIAN COORDINATES (ANGSTROEM)
N1 2.772 0.801 0.382  -0.425
H1 -2.828 -0.020 -0.776  0.424
N2 -2.556 0.170 0.171  -0.944
C1 1.150 -0.853 -0.368  -0.600
C2 2.016 0.218 -0.293  0.600
H2 3.467 1.579 0.438  0.492
H3 1.321 -1.528 -1.221  0.276
S1 -0.405 -0.859 0.258  0.362
H4 -2.595 -0.572 0.851  0.401
H5 -2.343 1.063 0.558  0.415

Computed properties:
LUMO level (spin up / spin down) in eV: -6.7 / -6.7
Charge: +1
HOMO-LUMO gap (spin up / spin down) in hartree: 0.2585 / 0.2586

Version C
ORCA calculation (ωB97M-V with the def2-TZVPD basis set) on a gas-phase ion, C2H5N2S (charge +1).

Last column: natural (NBO) charge in e.
CARTESIAN COORDINATES (ANGSTROEM)
H1 1.686 0.250 -0.835  0.440
C1 0.003 0.731 -0.074  -0.663
H2 0.750 1.168 -1.822  0.464
N1 1.124 1.169 -0.819  -0.710
H3 -0.540 1.671 0.231  0.218
S1 0.308 -0.408 1.162  0.443
H4 -2.402 -2.872 1.017  0.476
N2 -1.822 -2.103 0.811  -0.465
H5 1.692 1.974 -0.421  0.437
C2 -0.800 -1.579 0.750  0.359

Computed properties:
LUMO level in eV: -4.2
Charge: +1
HOMO-LUMO gap in hartree: 0.2974

Q: Which of them is the most stable? A: version A.

Version A
ORCA calculation (ωB97M-V with the def2-TZVPD basis set) on 2 unconnected molecules or ions with the total composition C5H6N2O3.

Last column: natural (NBO) charge in e.
CARTESIAN COORDINATES (ANGSTROEM)
C1 0.242 -0.401 -0.109  0.356
H1 0.225 0.346 1.999  0.224
H2 -0.314 -1.623 -1.753  0.481
N1 2.292 0.685 0.250  -0.490
O1 -3.493 -0.960 0.326  -0.497
O2 -0.653 -1.318 -0.940  -0.737
H3 1.957 2.468 -0.611  0.207
N2 0.271 0.992 -0.592  -0.628
H4 2.278 -1.493 0.319  0.221
C2 1.535 1.488 -0.355  0.250
C3 1.641 -0.503 0.409  -0.090
C4 0.399 -0.548 1.321  -0.471
O3 -2.800 0.875 -0.751  -0.532
C5 -3.178 -0.029 -0.207  1.030
H5 -0.395 1.394 -1.225  0.423
H6 -0.008 -1.372 1.916  0.252

Computed properties:
Structure (SMILES): O[C@@]12C[C@@H]1N=CN2.O=C=O
LUMO level in eV: 0.6
HOMO-LUMO gap in hartree: 0.3475

Version B
ORCA calculation (ωB97M-V with the def2-TZVPD basis set) on a molecular structure, C5H6N2O3.

Last column: natural (NBO) charge in e.
CARTESIAN COORDINATES (ANGSTROEM)
C1 -0.180 0.114 0.024  -0.017
O1 0.635 -0.988 1.728  -0.241
C2 1.240 0.588 0.300  0.642
H1 0.327 0.084 -2.121  0.212
H2 -0.780 1.256 -1.564  0.219
N1 -0.102 -1.289 0.508  -0.152
H3 -1.412 -0.429 -1.915  0.239
H4 -1.278 1.814 0.651  0.219
C3 1.332 -1.641 0.091  0.756
H5 -2.193 0.366 0.550  0.218
O2 1.861 -2.597 -0.311  -0.436
C4 -0.585 0.273 -1.520  -0.599
C5 -1.310 0.791 0.821  -0.591
N2 1.836 -0.531 0.926  -0.230
O3 1.760 1.610 -0.015  -0.464
H6 -1.151 0.579 1.848  0.224

Computed properties:
LUMO level in eV: -0.1
HOMO-LUMO gap in hartree: 0.3883

Q: Which of them is the most stable? A: version A.

Version A
ORCA calculation (ωB97M-V with the def2-TZVPD basis set) on 2 unconnected molecules or ions with the total composition C3H11N2.

Last column: natural (NBO) charge in e.
CARTESIAN COORDINATES (ANGSTROEM)
C1 -0.096 0.410 2.197  -0.408
C2 -0.551 1.583 -0.041  -0.392
H1 -0.868 0.819 2.848  0.272
N1 0.598 -1.538 -1.053  -0.229
N2 -0.624 0.223 0.764  -0.498
H2 -0.675 1.248 -1.086  0.202
H3 0.965 -1.393 -3.102  0.357
H4 0.635 -2.563 -1.240  0.490
H5 0.678 1.169 2.148  0.240
H6 -1.607 -0.030 0.840  0.450
H7 -0.223 -0.519 0.134  0.396
H8 1.029 0.179 -2.055  0.298
H9 0.470 1.943 0.073  0.239
H10 0.269 -0.562 2.483  0.246
H11 -1.296 2.280 0.311  0.282
C3 0.823 -0.901 -2.119  0.055

Computed properties:
LUMO level (spin up / spin down) in eV: -10.5 / -15.3
Multiplicity: 2
Charge: +2
HOMO-LUMO gap (spin up / spin down) in hartree: 0.4281 / 0.2512

Version B
ORCA calculation (ωB97M-V with the def2-TZVPD basis set) on 2 unconnected molecules or ions with the total composition C3H11N2.

Last column: natural (NBO) charge in e.
CARTESIAN COORDINATES (ANGSTROEM)
N1 0.811 0.821 -1.353  -0.688
H1 2.902 1.006 -1.143  0.258
H2 -2.810 0.368 2.352  0.254
C1 2.204 0.230 -1.447  -0.428
H3 0.167 0.142 -1.765  0.432
H4 -0.283 0.453 1.882  0.442
N2 -0.361 -0.040 0.986  -0.721
H5 0.372 0.943 -0.404  0.446
H6 -1.527 -1.587 0.260  0.251
H7 -3.344 -1.319 1.910  0.271
H8 2.403 -0.231 -2.408  0.273
H9 0.408 -0.718 0.983  0.442
H10 0.863 1.678 -1.909  0.467
C2 -1.554 -0.698 0.887  0.148
C3 -2.583 -0.549 1.810  -0.068
H11 2.331 -0.497 -0.642  0.219

Computed properties:
LUMO level (spin up / spin down) in eV: -9.1 / -12.3
Multiplicity: 2
Charge: +2
HOMO-LUMO gap (spin up / spin down) in hartree: 0.4094 / 0.3607

Q: Which of them is the most stable? A: version B.